ORCA calculation (ωB97M-V/def2-TZVPD) on C10H26ClN2O8V as an isolated structure in a non-equilibrium geometry.

```
48
Properties=species:S:1:pos:R:3:forces:R:3
O -1.4250 -1.5196 -0.3011 0.882 0.899 -0.141
V -0.3392 -0.3886 -0.2200 -1.617 -1.051 1.431
Cl -1.8174 2.3307 1.8858 0.055 0.394 0.759
O -2.9391 3.0068 1.3334 0.172 -0.042 -0.195
O -1.9433 2.1872 3.3016 0.126 -0.128 -0.241
O -1.7275 0.9754 1.3054 0.423 -0.747 -0.749
O -0.5784 3.0236 1.5730 -0.310 0.213 -0.043
C -3.5638 1.1961 -1.1495 -1.651 -0.044 0.365
O -2.3455 0.5937 -1.5155 0.357 0.019 -0.408
C -1.9666 0.8572 -2.8490 -0.382 -0.354 0.410
C -0.7575 0.0013 -3.1620 -0.405 1.209 -0.760
N 0.3145 0.3790 -2.1965 0.020 -1.130 -0.925
C 1.5799 -0.3485 -2.4796 0.573 0.305 0.043
C 1.4708 -1.7857 -2.0911 -1.314 -0.827 0.089
O 1.1897 -1.8259 -0.6695 0.999 0.902 -0.360
C 1.6016 -3.0638 -0.0785 -0.169 -0.258 0.382
H -3.9440 0.7095 -0.2539 0.439 0.104 0.219
H -4.3652 1.0119 -1.8777 0.420 -0.085 -0.363
H -3.5347 2.2722 -0.9753 0.507 -0.036 -0.009
H -1.7730 1.9345 -2.9349 0.230 -0.060 -0.320
H -2.7569 0.5859 -3.5569 -0.119 0.110 0.111
H -0.5049 0.3031 -4.1873 0.488 -0.250 0.086
H -0.9772 -1.0608 -3.1887 -0.057 -0.019 0.423
H 0.5019 1.3395 -2.4770 -0.094 0.252 0.878
H 2.3711 0.1029 -1.8743 -0.041 0.003 0.028
H 1.9104 -0.2324 -3.5148 -0.288 -0.114 -0.101
H 2.3135 -2.4068 -2.3890 0.368 0.290 0.390
H 0.5921 -2.2889 -2.5126 0.154 0.196 -0.477
H 1.0008 -3.8834 -0.4755 0.071 0.002 -0.094
H 1.4610 -3.0186 0.9956 -0.139 0.213 -0.032
H 2.6634 -3.2140 -0.2691 -0.033 -0.034 -0.160
C 2.4536 1.6844 2.5485 0.200 -0.138 0.404
C 1.7979 0.6016 1.7012 -0.081 0.798 -0.136
C 0.8554 -0.2119 2.5553 0.382 0.355 0.418
O 0.1172 -1.1573 1.7740 0.676 0.684 -0.347
C -0.5882 -2.0803 2.6109 -0.279 -0.254 -0.152
N 1.1022 1.2082 0.5129 1.140 -0.269 -0.108
H 1.7541 2.3959 2.9896 -0.267 -0.094 -0.282
H 3.1749 2.2414 1.9502 0.077 -0.029 0.082
H 2.9679 1.2226 3.3949 0.204 0.053 -0.131
H 2.5932 -0.0280 1.2932 -0.158 -0.238 0.056
H 0.1733 0.4348 3.1156 -0.153 -0.032 -0.167
H 1.4969 -0.7208 3.2819 -0.250 -0.301 -0.004
H -1.1646 -2.7413 1.9698 -0.157 0.195 -0.060
H -1.2292 -1.5270 3.2952 -0.090 -0.069 -0.007
H 0.1268 -2.6969 3.1591 0.093 0.193 0.087
H 0.7839 2.1519 0.7651 -0.874 -0.453 0.308
H 1.8730 1.4491 -0.1131 -0.128 -0.333 -0.202
```
Forces are in eV/Å.

2S+1 ... 2
HOMO energy (alpha / beta) ... -12.64 / -12.64 eV
Net charge ... +1